Formula: C37H35CoN6O2S4
Source: OMol25
Level of theory: wB97M-V/def2-TZVPD

CARTESIAN COORDINATES (ANGSTROEM)
Co1 -0.144 -0.028 0.021
C1 1.923 3.165 4.050
S1 1.930 1.385 4.300
C2 1.419 0.766 2.724
S2 1.044 1.780 1.430
N1 1.401 -0.556 2.773
N2 1.009 -1.110 1.602
C3 1.151 -2.371 1.463
C4 0.841 -2.929 0.144
C5 1.006 -4.274 -0.163
C6 0.746 -4.692 -1.459
C7 0.334 -3.765 -2.399
C8 0.180 -2.444 -2.003
N3 0.430 -2.039 -0.766
H1 2.229 3.597 5.003
H2 0.930 3.520 3.786
H3 2.623 3.457 3.270
H4 1.546 -2.995 2.261
H5 1.326 -4.968 0.602
H6 0.863 -5.734 -1.728
H7 0.116 -4.053 -3.418
H8 -0.166 -1.679 -2.689
C9 -6.991 -2.469 -5.895
C10 -6.266 -2.145 -4.615
C11 -6.623 -2.743 -3.412
C12 -5.955 -2.447 -2.232
C13 -4.911 -1.530 -2.240
C14 -4.535 -0.928 -3.438
C15 -5.211 -1.235 -4.607
S3 -2.904 -2.249 -0.729
O1 -4.263 -1.205 -1.086
O2 -3.557 -3.386 -0.063
N4 -2.129 -1.286 0.248
C16 -2.570 -0.840 1.465
C17 -3.759 -1.191 2.127
C18 -4.014 -0.619 3.355
C19 -3.109 0.280 3.915
C20 -1.966 0.569 3.191
N5 -1.702 0.029 2.009
H9 -7.794 -3.185 -5.720
H10 -6.315 -2.900 -6.637
H11 -7.433 -1.574 -6.340
H12 -7.437 -3.460 -3.397
H13 -6.217 -2.922 -1.297
H14 -3.719 -0.215 -3.426
H15 -4.913 -0.756 -5.534
H16 -4.435 -1.900 1.674
H17 -4.924 -0.877 3.885
H18 -3.284 0.740 4.878
H19 -1.219 1.261 3.569
C21 6.935 -0.727 0.586
C22 5.809 -1.598 0.011
C23 6.419 -2.785 -0.747
C24 4.981 -2.146 1.175
C25 4.962 -0.762 -0.947
C26 5.554 -0.203 -2.097
C27 4.840 0.571 -2.991
C28 3.490 0.794 -2.742
S4 2.303 1.715 -3.623
C29 1.095 1.265 -2.434
N6 1.545 0.518 -1.477
C30 2.884 0.242 -1.612
C31 3.622 -0.529 -0.714
C32 -0.311 1.669 -2.459
C33 -0.819 2.487 -3.473
C34 -2.151 2.850 -3.438
C35 -2.952 2.390 -2.392
C36 -2.424 1.573 -1.403
C37 -1.078 1.174 -1.386
H20 7.552 -1.311 1.272
H21 6.520 0.121 1.133
H22 7.581 -0.337 -0.202
H23 7.019 -3.397 -0.069
H24 7.063 -2.456 -1.563
H25 5.632 -3.413 -1.170
H26 5.623 -2.742 1.827
H27 4.173 -2.790 0.819
H28 4.539 -1.350 1.776
H29 6.606 -0.373 -2.289
H30 5.327 0.995 -3.860
H31 3.109 -0.912 0.156
H32 -0.181 2.836 -4.279
H33 -2.568 3.483 -4.212
H34 -4.000 2.668 -2.360
H35 -3.087 1.211 -0.625

Forces on atoms 1 to 6 (eV/Å):
0.1548 0.0062 0.3717
-0.0103 0.0223 0.0103
0.0269 0.0553 0.0272
-0.0177 -0.3130 0.0362
0.0209 0.1669 -0.0346
0.0206 0.0809 -0.0144

For the energy, the calculation gives -4885.6041 a.u. As for the spin multiplicity: 4. As for the HOMO energy (spin up / spin down): -4.6 / -5.0 eV. As for the energy above the lowest of the compared OMol25 structures with the same formula, charge and spin: 39.2 kJ/mol. The value obtained for the LUMO energy (spin up / spin down) is 2.277 / 2.292 eV. The total charge is -1.